Entry 1:
A single C3H5ClO5S molecule, computed with ωB97M-V with the def2-TZVPD basis set.

ΔE to the lowest compared entry with this formula, charge and spin in kcal per mole: 14.7
DFT total energy in eV: -36786.12974
Orbital gap in eV: 11.1766
Charge: 0
Multiplicity: 1

Each line ends with the Mulliken charge.
Atoms and positions in Å:
C 0.95 -0.45 -0.31  0.480
C 1.06 0.70 0.85  0.785
C -0.40 -0.76 -0.92  -1.264
O 4.17 -0.54 -0.15  -0.432
O 1.93 -0.13 -1.19  -0.389
O 2.51 0.77 1.04  -0.333
O 0.42 0.27 1.98  -0.529
O 0.50 1.82 0.26  -0.478
S 3.28 0.53 -0.44  0.626
Cl 1.52 -1.96 0.58  -0.166
H -0.26 -1.41 -1.81  0.339
H -0.98 0.05 -1.34  0.337
H -0.94 -1.09 -0.03  0.312
H 0.58 -0.72 2.00  0.385
H 0.30 2.41 0.90  0.326



Entry 2:
A single C3H5ClOS molecule, computed with ωB97M-V with the def2-TZVPD basis set.

ΔE to the lowest compared entry with this formula, charge and spin in kcal per mole: 39.3
DFT total energy in eV: -28595.43885
Orbital gap in eV: 8.7252
Charge: 0
Multiplicity: 1
SMILES: O[C@H](C=S)CCl

Each line ends with the Mulliken charge.
Atoms and positions in Å:
C 0.07 0.26 0.40  -0.071
C -1.21 0.28 -0.51  -0.351
C 0.97 -1.00 0.43  -0.112
H 1.55 0.92 -0.63  0.338
H -0.38 0.27 1.46  0.294
H -0.91 0.39 -1.53  0.327
H -1.64 1.24 -0.15  0.251
H 0.62 -1.96 0.82  0.324
O 0.80 1.42 0.08  -0.528
S 2.47 -0.92 -0.28  -0.293
Cl -2.34 -0.91 -0.09  -0.179



Entry 3:
A single C3H5ClOS molecule, computed with ωB97M-V with the def2-TZVPD basis set.

ΔE to the lowest compared entry with this formula, charge and spin in kcal per mole: 124.7
DFT total energy in eV: -28591.73340
Orbital gap in eV: 6.9299
Charge: 0
Multiplicity: 1

Each line ends with the Mulliken charge.
Atoms and positions in Å:
C -0.93 0.97 0.36  -0.184
C -2.06 0.67 0.98  -0.612
C 0.74 -0.68 0.86  0.441
H -0.07 1.39 0.86  0.530
H -2.92 0.25 0.45  0.224
H -2.16 0.85 2.04  0.298
H 0.93 -1.61 2.50  0.343
H -0.08 -0.15 1.35  -0.078
O 1.34 -1.59 1.63  -0.435
S 1.17 -0.38 -0.67  -0.360
Cl -0.68 0.72 -1.34  -0.166



Entry 4:
2 unconnected molecules or ions with the total composition C3H5ClS, computed with ωB97M-V with the def2-TZVPD basis set.

ΔE to the lowest compared entry with this formula, charge and spin in kcal per mole: 102.7
DFT total energy in eV: -26544.51908
Orbital gap (spin up / spin down) in eV: 8.0896 / 8.3014
Charge: 0
Multiplicity: 1

Each line ends with the Mulliken charge.
Atoms and positions in Å:
C -0.08 1.04 0.41  -0.245
C 0.70 0.22 1.00  -0.148
C 0.40 -1.65 -0.85  -0.252
S -0.89 -0.98 -1.79  -0.194
Cl -0.02 -3.11 -0.06  -0.168
H -0.12 2.09 0.60  0.269
H -0.70 0.79 -0.51  -0.015
H 1.54 0.04 1.76  0.285
H 1.28 -1.97 -1.35  0.281
H -1.74 -1.60 -0.95  0.186



Entry 5:
A single C3H5ClS molecule, computed with ωB97M-V with the def2-TZVPD basis set.

ΔE to the lowest compared entry with this formula, charge and spin in kcal per mole: 13.8
DFT total energy in eV: -26548.37150
Orbital gap in eV: 10.2377
Charge: 0
Multiplicity: 1
SMILES: C=C[C@H](S)Cl

Each line ends with the Mulliken charge.
Atoms and positions in Å:
C -1.55 -0.46 0.22  -0.761
C -0.40 -0.30 -0.41  -0.172
C 0.82 -0.07 0.41  0.102
S 1.51 1.57 0.00  -0.188
Cl 2.02 -1.43 -0.02  -0.184
H -2.51 -0.55 -0.28  0.277
H -1.40 -0.52 1.28  0.192
H -0.19 -0.01 -1.47  0.315
H 0.62 -0.06 1.58  0.270
H 1.09 1.83 -1.31  0.149



Entry 6:
A single C3H5ClSi molecule, computed with ωB97M-V with the def2-TZVPD basis set.

ΔE to the lowest compared entry with this formula, charge and spin in kcal per mole: 0.0
DFT total energy in eV: -23591.16148
Orbital gap in eV: 10.6386
Charge: 0
Multiplicity: 1
SMILES: CC#C[SiH2]Cl

Each line ends with the Mulliken charge.
Atoms and positions in Å:
C -0.10 -0.74 0.20  0.367
C 0.04 0.44 0.09  -0.294
C -0.44 -2.11 0.63  -0.918
Si 0.50 2.01 -0.78  0.472
Cl -0.54 3.63 -0.23  -0.230
H 0.34 -2.85 0.14  0.244
H -0.21 -1.93 1.70  0.239
H -1.51 -2.38 0.61  0.291
H 0.04 1.69 -2.11  -0.090
H 1.86 2.24 -0.25  -0.081



Entry 7:
A molecular structure, C3H5ClSi, computed with ωB97M-V with the def2-TZVPD basis set.

ΔE to the lowest compared entry with this formula, charge and spin in kcal per mole: 55.3
DFT total energy in eV: -23583.42136
Orbital gap (spin up / spin down) in eV: 6.5790 / 6.0236
<S²>: 2.017
Charge: 0
Multiplicity: 3

Each line ends with the Mulliken charge.
Atoms and positions in Å:
C -2.41 1.48 1.05  0.015
C -1.76 0.82 0.28  -0.391
C 1.44 -0.45 0.16  -0.503
Si -0.12 -0.59 -0.87  0.339
Cl 2.89 -1.28 -0.57  -0.210
H -2.95 1.94 1.84  0.362
H 1.49 -1.01 1.17  0.292
H 1.95 0.57 0.31  0.274
H -0.39 0.50 -1.99  -0.060
H -0.13 -1.96 -1.37  -0.119



Entry 8:
A molecular structure, C3H5CsO4, computed with ωB97M-V with the def2-TZVPD basis set.

ΔE to the lowest compared entry with this formula, charge and spin in kcal per mole: 41.3
DFT total energy in eV: -11928.42129
Orbital gap in eV: 5.7974
Charge: 0
Multiplicity: 1

Each line ends with the Mulliken charge.
Atoms and positions in Å:
Cs -0.76 1.73 2.01  0.910
O 0.07 0.27 -2.02  -0.580
C 0.37 -0.74 -2.61  0.685
O 0.75 -0.38 3.67  -1.025
H 1.59 -0.83 3.68  0.113
O 0.28 -1.95 -2.11  -0.297
C 0.48 -2.94 -3.13  -0.262
H -0.44 -3.47 -3.41  0.247
H 1.27 -3.66 -2.89  0.271
C 0.94 -2.11 -4.33  -0.259
H 0.34 -2.39 -5.20  0.265
H 2.00 -2.32 -4.52  0.257
O 0.70 -0.76 -3.89  -0.325



Entry 9:
A molecular structure, C3H5F2IN2O3S2, computed with ωB97M-V with the def2-TZVPD basis set.

DFT total energy in eV: -47512.25809
Orbital gap (spin up / spin down) in eV: 6.2133 / 6.1161
<S²>: 2.005
Charge: 0
Multiplicity: 3

Each line ends with the Mulliken charge.
Atoms and positions in Å:
C 0.88 1.47 -0.84  -1.141
C 1.03 0.10 -1.30  0.863
C -1.79 -1.35 0.83  -0.846
N 2.05 -0.32 1.10  -0.658
N -0.66 -0.36 0.71  -0.011
O -0.75 2.02 1.49  -0.636
O -1.93 1.41 -0.63  -0.568
O 0.76 -2.29 0.04  -0.594
F 0.07 -0.35 -2.08  -0.234
F 2.23 -0.17 -1.88  -0.275
S -0.82 1.27 0.26  1.127
S 0.92 -0.92 0.31  0.819
I 0.33 2.84 -2.30  0.332
H 1.75 1.82 -0.34  0.591
H -2.81 -1.00 0.30  0.231
H -1.63 -2.28 0.41  0.371
H -2.02 -1.27 1.85  0.361
H 2.38 -0.64 2.09  0.267



Entry 10:
2 unconnected molecules or ions with the total composition C3H5F2NO, computed with ωB97M-V with the def2-TZVPD basis set.

ΔE to the lowest compared entry with this formula, charge and spin in kcal per mole: 91.8
DFT total energy in eV: -12160.90630
Orbital gap in eV: 8.6954
Charge: 0
Multiplicity: 1

Each line ends with the Mulliken charge.
Atoms and positions in Å:
C -0.97 -0.49 1.91  -0.848
C -0.62 0.43 1.08  0.871
C 0.79 -1.13 -0.81  -0.371
N 0.51 0.01 -1.81  -0.280
O -0.24 1.40 0.50  -0.504
F -0.50 -1.68 -0.81  -0.216
F 1.61 -1.92 -1.65  -0.214
H -1.38 -0.23 2.92  0.299
H -0.60 -1.56 1.61  0.244
H 1.35 0.22 -2.31  0.323
H -0.36 -0.19 -2.48  0.367
H 0.35 0.91 -1.37  0.329



Entry 11:
A single C3H5F2NO2 molecule, computed with ωB97M-V with the def2-TZVPD basis set.

ΔE to the lowest compared entry with this formula, charge and spin in kcal per mole: 92.4
DFT total energy in eV: -14208.42082
Orbital gap in eV: 11.1043
Charge: 0
Multiplicity: 1
SMILES: CCC(F)(F)[N+](=O)[O-]

Each line ends with the Mulliken charge.
Atoms and positions in Å:
C 1.05 -0.09 -1.12  -1.009
C -0.37 0.48 -0.81  -0.578
C -0.51 0.59 0.68  0.691
N -0.53 -1.02 1.51  0.847
O 0.32 -1.78 1.12  -0.541
O -1.39 -1.16 2.31  -0.538
F -1.63 1.12 1.10  -0.263
F 0.50 1.25 1.30  -0.260
H 1.78 0.43 -0.56  0.334
H 1.43 -0.10 -2.26  0.281
H 0.96 -1.12 -0.93  0.324
H -1.20 -0.02 -1.17  0.352
H -0.40 1.43 -1.17  0.360



Entry 12:
A single C3H5F3O3S3 molecule, computed with ωB97M-V with the def2-TZVPD basis set.

DFT total energy in eV: -49985.74266
Orbital gap (spin up / spin down) in eV: 7.0214 / 7.0203
Charge: 0
Multiplicity: 1

Each line ends with the Mulliken charge.
Atoms and positions in Å:
C 0.35 -1.58 0.10  -0.839
C -1.68 0.21 -0.56  -0.457
C -2.47 1.48 -0.40  0.608
O 1.84 0.58 -0.51  -0.526
O 3.58 1.36 1.11  -0.485
O 3.75 -1.06 0.44  -0.190
F -3.04 1.86 -1.58  -0.234
F -1.76 2.46 0.16  -0.207
F 3.63 -1.97 -0.56  -0.132
S -3.91 1.04 0.79  -0.195
S -0.11 0.20 0.12  0.474
S 3.34 0.60 -0.10  0.617
H 1.15 -1.50 0.86  0.320
H 0.91 -1.81 -0.86  0.314
H -0.47 -2.35 0.34  0.353
H -2.06 -0.52 -1.22  0.392
H -3.05 1.00 1.89  0.185